<one>
An isolated molecule of C7H6. Source: the OMol25 dataset; level of theory: the ωB97M-V functional and the def2-TZVPD basis.

```
! wB97M-V def2-TZVPD RIJCOSX def2/J DEFGRID3
* xyz 0 1
C -0.3048 -0.0316 0.5316
C 0.5881 -1.1918 0.1334
C 1.7592 -0.7199 -0.2981
C -1.6979 -0.0620 0.0020
C 1.7365 0.7881 -0.2868
C 0.5374 1.1833 0.2243
C -2.8645 0.0046 -0.3541
H 0.3391 -2.2459 0.2877
H 2.5192 1.4349 -0.6257
H 0.2663 2.2429 0.2933
H -3.8565 0.1662 -0.8222
H -0.4428 -0.0411 1.6102
H 2.6514 -1.3809 -0.4563
*
```

Computed properties:
HOMO in Ha: -0.3259
E_LUMO in eV: 1.1
Gap between HOMO and LUMO in eV: 9.92

***

<two>
An isolated molecule of C7H6. Source: the OMol25 dataset; level of theory: the ωB97M-V functional and the def2-TZVPD basis.

```
! wB97M-V def2-TZVPD RIJCOSX def2/J DEFGRID3
* xyz 0 1
C -1.2661 -0.0858 -0.8936
C 0.9145 -1.0998 0.6244
C 1.2669 0.0770 1.3843
C 0.3218 -0.4879 -0.6730
C 0.6975 1.1449 1.2515
C -0.2041 0.9405 -0.7256
C -0.0828 1.8262 0.3304
H -1.8007 -0.5313 -1.8040
H 0.8222 -0.8130 -1.5984
H 0.1602 -1.5520 1.1894
H 1.6082 -1.8966 0.2348
H -1.7421 -0.1844 0.0874
H -0.6955 2.6622 0.5923
*
```

Computed properties:
HOMO (alpha / beta) in Ha: -0.3021 / -0.3021
E_LUMO (alpha / beta) in eV: -0.1 / -0.1
Gap between HOMO and LUMO (alpha / beta) in eV: 8.13 / 8.13

***

<three>
A structure of composition C7H6. Source: the OMol25 dataset; level of theory: the ωB97M-V functional and the def2-TZVPD basis.

```
! wB97M-V def2-TZVPD RIJCOSX def2/J DEFGRID3
* xyz 0 1
C -2.2124 0.8094 0.2736
C -1.0149 0.5377 0.2327
C 1.3035 -0.5728 -0.6840
C 0.0367 -1.7783 1.1239
C 0.3266 0.8439 -0.4057
C 0.8324 1.9472 -0.7402
C 0.9068 -1.5409 0.2578
H 0.6695 2.9937 -0.8914
H 2.3213 -0.2211 -0.5676
H -0.3686 -2.5171 1.7864
H 1.1199 -0.8731 -1.7150
H -3.2514 0.9988 0.3828
H -0.6694 -0.6274 0.9466
*
```

Computed properties:
HOMO (alpha / beta) in Ha: -0.3019 / -0.2532
E_LUMO (alpha / beta) in eV: -0.1 / -0.2
Gap between HOMO and LUMO (alpha / beta) in eV: 8.08 / 6.65

***

It is <one> that is the most stable of them.

***

<one>
An isolated molecule of C7H6. Source: the OMol25 dataset; level of theory: the ωB97M-V functional and the def2-TZVPD basis.

```
! wB97M-V def2-TZVPD RIJCOSX def2/J DEFGRID3
* xyz 0 1
C -0.8672 0.0327 0.4891
C -2.1134 -0.1656 -0.4130
C 1.0167 1.9040 0.3063
C 0.5128 -0.6434 0.4753
C 0.9805 -1.8795 0.2640
C -2.1692 -0.0089 1.0205
C 0.4361 0.7369 0.5498
H 0.4636 -2.8330 0.1263
H 0.3868 2.8557 0.2621
H -2.5020 0.7415 -1.0148
H -2.1199 -1.0040 -1.0093
H 2.0337 1.8274 0.2531
H 2.1235 -1.9575 0.3250
*
```

Computed properties:
HOMO in Ha: -0.3028
E_LUMO in eV: -0.4
Gap between HOMO and LUMO in eV: 7.89

***

<two>
A structure of composition C7H6. Source: the OMol25 dataset; level of theory: the ωB97M-V functional and the def2-TZVPD basis.

```
! wB97M-V def2-TZVPD RIJCOSX def2/J DEFGRID3
* xyz 0 1
C -0.1715 -1.6078 0.0036
C 0.6003 0.1342 -0.1110
C -2.2036 -0.0637 0.0337
C -1.5546 -1.1255 -0.0726
C -0.2672 1.2918 -0.0988
C -1.6425 1.2432 0.0324
C 1.9117 -0.0545 -0.0144
H 2.4902 0.8703 0.0669
H 0.2832 -2.0678 0.8153
H 0.2877 -2.1397 -0.9643
H -2.1851 2.2001 0.0896
H 2.3735 -0.9774 0.2861
H 0.0778 2.2968 -0.0666
*
```

Computed properties:
HOMO in Ha: -0.3056
E_LUMO in eV: 0.0
Gap between HOMO and LUMO in eV: 8.28

***

<three>
An isolated molecule of C7H6. Source: the OMol25 dataset; level of theory: the ωB97M-V functional and the def2-TZVPD basis.

```
! wB97M-V def2-TZVPD RIJCOSX def2/J DEFGRID3
* xyz 0 1
C -1.0648 1.2156 -0.0752
C -0.8514 -0.2181 0.0810
C -2.1648 -0.7756 -0.0120
C 1.6024 -0.1930 -0.0478
C 0.2951 -0.9341 0.0212
C -1.0853 2.4085 0.1916
C -3.3516 -1.0056 -0.0581
H -1.2891 3.3870 0.0385
H 1.9736 -0.1741 0.9801
H 1.6961 0.8392 -0.3562
H -4.2602 -1.2482 -0.5333
H 0.5227 -2.0161 0.2866
H 2.2182 -0.9842 -0.5542
*
```

Computed properties:
HOMO in Ha: -0.3257
E_LUMO in eV: 0.3
Gap between HOMO and LUMO in eV: 9.18

***

It is <three> that is the most stable of them.

***

<one>
A cluster of 2 separate species, C13H19N in total. Source: the OMol25 dataset; level of theory: the ωB97M-V functional and the def2-TZVPD basis.

```
! wB97M-V def2-TZVPD RIJCOSX def2/J DEFGRID3
* xyz 0 1
N 3.2622 0.4654 -2.6359
C -1.5326 0.7647 1.8229
C 2.6691 1.7102 -2.9392
C 1.3602 1.7042 -2.4705
C -1.8601 -0.6598 2.1918
C 2.7647 -1.4885 -1.2817
C -3.3762 -0.8223 2.2402
C 0.1175 -0.2125 -1.2235
C 0.2528 2.7215 -2.4142
C 2.4461 -0.3284 -1.8600
C -1.1645 -1.3185 3.3024
C 1.1926 0.3751 -1.7940
C 1.6780 -2.0561 -0.6045
C 0.4149 -1.4553 -0.5973
H -1.5261 1.4877 2.6041
H -2.2078 1.3130 1.1172
H 0.0744 2.9263 -3.5492
H -1.7425 -2.1624 3.7563
H -0.4868 0.9417 1.5290
H -3.8754 -0.2467 3.0252
H -3.8073 -0.4069 1.2431
H -0.9861 0.2557 -1.0235
H -0.2417 -1.9215 0.1202
H 4.0946 0.1330 -3.0792
H -1.5198 -1.2094 1.2958
H 0.5295 3.6983 -1.9032
H -0.9655 -0.5916 4.0290
H -3.6215 -1.8605 2.3567
H -0.1926 -1.7062 2.9930
H 1.8355 -2.7953 0.0086
H 3.3162 2.5619 -3.2396
H -0.6482 2.2269 -1.8650
H 3.7462 -2.0438 -1.1550
*
```

Computed properties:
HOMO in Ha: -0.2843
E_LUMO in eV: 0.9
Gap between HOMO and LUMO in eV: 8.66

***

<two>
An isolated molecule of C13H19N. Source: the OMol25 dataset; level of theory: the ωB97M-V functional and the def2-TZVPD basis.

```
! wB97M-V def2-TZVPD RIJCOSX def2/J DEFGRID3
* xyz 0 1
N 0.0153 1.5377 0.0116
C 0.7857 -2.3785 -0.0423
C 1.2066 -1.0085 -0.5176
C -1.7183 -0.0533 -0.0756
C -1.4288 1.4528 -2.0885
C -3.7433 -0.3592 1.3478
C -0.7073 0.6851 -0.8580
C 0.3356 -0.4408 -1.4631
C 3.1710 0.7597 -0.0232
C 0.9475 1.1287 2.2269
C 2.2616 -0.3755 0.0339
C -2.6132 0.5160 0.7144
C 3.5303 -0.5753 0.7233
C 0.7106 1.1599 0.9460
H -3.3429 -0.6374 2.4061
H 4.2631 -1.1889 0.2551
H -2.6072 1.3226 -1.9925
H -1.2341 2.4843 -1.9459
H -0.2899 -1.2414 -1.9239
H -1.1970 1.0695 -3.0498
H 3.5351 1.0353 -0.9614
H 3.4791 -0.8518 1.7704
H 0.9255 0.1463 -2.2226
H 1.6360 -3.0417 -0.0031
H -4.6904 0.1024 1.5898
H 2.0003 1.0830 2.4990
H 0.0405 -2.8799 -0.6072
H 0.2458 1.4655 2.9009
H 0.4040 -2.2362 1.0193
H -3.7658 -1.2507 0.8785
H -1.6516 -1.1452 -0.2245
H -2.5676 1.5289 1.1191
H 3.0379 1.7004 0.6214
*
```

Computed properties:
HOMO in Ha: -0.2896
E_LUMO in eV: 0.9
Gap between HOMO and LUMO in eV: 8.82

***

<three>
A cluster of 2 separate species, C13H19N in total. Source: the OMol25 dataset; level of theory: the ωB97M-V functional and the def2-TZVPD basis.

```
! wB97M-V def2-TZVPD RIJCOSX def2/J DEFGRID3
* xyz 0 1
N -2.8756 -1.5065 -2.0846
C -4.7397 -0.8299 1.0373
C -1.0615 1.7511 -0.2899
C -3.8569 -1.7575 -1.1292
C 3.5357 -1.2429 0.7027
C -2.1025 -0.4689 -1.5888
C 4.3094 0.8405 1.9176
C 3.2864 0.2623 0.9237
C -0.4647 1.2413 -1.4381
C -0.9633 0.1404 -2.1044
C -3.8096 -0.8611 -0.1232
C -2.1948 1.1318 0.2315
C 3.1292 1.0555 -0.3533
C -2.6655 -0.0185 -0.3868
H 0.4666 1.6640 -1.7775
H 4.5564 -1.5180 0.4412
H 2.3621 0.3028 1.5102
H 5.3489 0.6767 1.6099
H -0.5539 -0.2757 -3.0209
H -0.7038 2.6258 0.2262
H 2.5253 0.4854 -1.0559
H 2.9046 -1.5846 -0.1177
H -4.5433 -2.5877 -1.2432
H 4.0697 1.2980 -0.8532
H 4.1875 0.3758 2.8916
H 4.2019 1.9255 1.9493
H -2.3733 -2.2928 -2.4925
H -5.3979 -1.6985 1.0572
H -4.2152 -0.8983 1.9913
H 3.1751 -1.7952 1.5623
H 2.5534 1.9559 -0.1612
H -2.7133 1.5445 1.0830
H -5.3774 0.0587 1.0852
*
```

Computed properties:
HOMO in Ha: -0.2944
E_LUMO in eV: 0.9
Gap between HOMO and LUMO in eV: 8.91

***

It is <three> that is the most stable of them.

***

<one>
A structure of composition C24H28AsIrN5. Source: the OMol25 dataset; level of theory: the ωB97M-V functional and the def2-TZVPD basis.

```
! wB97M-V def2-TZVPD RIJCOSX def2/J DEFGRID3
* xyz 4 2
Ir -0.5660 0.6577 -0.1756
As -3.6258 -1.1075 2.0422
N 1.8070 -1.8086 -1.0045
N 1.6478 2.2091 0.8919
N -1.2330 4.8878 0.2423
N -0.4933 2.6974 0.2259
N 1.4264 1.0209 0.2914
C -1.3875 3.6390 -0.0856
C 1.9607 4.8283 2.0801
C 2.7383 -0.8983 -0.6342
C 1.0460 7.0546 2.1406
C 4.0254 -1.0232 -1.1129
C 4.3398 -1.9355 -2.1170
C 0.6934 3.0778 0.8343
C -4.8300 -0.2971 0.7937
C 0.4926 -1.4719 1.1681
C 0.8532 4.4117 1.3271
C -0.6825 -1.3561 1.8088
C -0.6061 -1.4154 -0.9935
C -1.8085 -1.2203 -0.3387
C -0.0528 6.6657 1.3994
C 2.4914 0.3389 0.0935
C 2.0532 6.1394 2.4746
C 3.3149 -2.6983 -2.6436
C -0.1433 5.3461 1.0009
C 0.3770 -3.6001 -0.0538
C 0.5322 -2.0693 -0.2369
C -3.2066 0.0990 3.4662
C -4.4530 -2.6756 2.7513
C 2.0761 -2.6304 -2.0445
C -1.9710 -1.6812 1.0972
H -5.6997 0.0357 1.3609
H -0.8230 7.3803 1.1336
H -2.2818 3.3710 -0.6353
H 0.1634 -4.1271 -0.9800
H 5.3506 -2.0195 -2.4977
H -4.1484 0.3264 3.9671
H 1.1278 8.0827 2.4689
H -0.6862 -1.1099 2.8633
H -1.9357 5.5581 -0.0568
H -0.4373 -3.8185 0.6314
H 4.7792 -0.3419 -0.7390
H 1.2865 -4.0105 0.3883
H 3.3818 0.8707 0.4121
H -4.5556 -3.4304 1.9730
H -2.1142 -2.7702 1.0871
H -0.5693 -1.4250 -2.0780
H -2.7680 1.0206 3.0897
H -2.7018 -1.0507 -0.9400
H 3.4744 -3.3796 -3.4693
H 2.7280 4.1156 2.3479
H -5.1617 -1.0452 0.0741
H 2.9072 6.4696 3.0498
H 1.2813 -3.2787 -2.3744
H -5.4457 -2.3922 3.1017
H -3.8754 -3.0704 3.5856
H 1.4163 -1.3418 1.7191
H -2.5440 -0.3797 4.1848
H -4.3857 0.5553 0.2848
*
```

Computed properties:
HOMO (alpha / beta) in Ha: -0.7147 / -0.7150
E_LUMO (alpha / beta) in eV: -14.3 / -14.1
Gap between HOMO and LUMO (alpha / beta) in eV: 5.16 / 5.35
<S²>: 0.758

***

<two>
A structure of composition C24H28AsIrN5. Source: the OMol25 dataset; level of theory: the ωB97M-V functional and the def2-TZVPD basis.

```
! wB97M-V def2-TZVPD RIJCOSX def2/J DEFGRID3
* xyz 4 2
Ir -0.3548 0.0684 0.7381
As 0.8267 2.0693 1.8450
N 0.9712 -1.5657 -0.1426
N 0.4617 -1.2872 2.4426
N 0.0644 1.4975 -3.6934
N 0.2376 0.4996 -1.5940
N 1.1233 -1.6638 -1.4405
C 1.3408 -1.9161 -5.6486
C -2.7340 -2.2456 0.5429
C 1.4187 -2.1763 2.0710
C 0.7353 -1.9692 4.7113
C -2.8276 -0.3730 -0.9972
C 2.1345 1.5536 3.1761
C 0.7275 -0.6523 -2.1895
C -2.6526 -1.3628 1.6126
C 0.1204 -1.1972 3.7181
C 1.2950 -1.9074 -4.2709
C 2.0828 -2.9659 3.0066
C 0.4891 0.3970 -4.3869
C 0.9458 -0.7811 -6.4020
C -2.6119 0.0292 1.3828
C -2.7892 -1.7462 -0.7614
C -0.0520 1.5193 -2.3623
C -3.1464 1.9907 -0.1345
C 0.8499 -0.7582 -3.6121
C 1.7738 3.1731 0.5679
C 1.7390 -2.8502 4.3501
C 0.5501 0.3794 -5.7799
C 1.6765 -2.2935 0.6665
C -2.7820 0.5487 0.0610
C -0.3574 3.2710 2.7963
H 1.6942 -2.7974 -6.1691
H 2.3982 2.5850 -0.1024
H -2.4706 2.6830 0.3693
H -2.9822 -0.0075 -2.0060
H 1.6063 -2.7741 -3.7059
H -0.8733 2.7576 3.6056
H -0.6724 -0.5056 3.9763
H -2.6686 -1.7425 2.6270
H 2.4154 3.8336 1.1550
H 0.4202 -1.8652 5.7415
H 2.6753 2.4714 3.4185
H -0.4050 2.4402 -1.9156
H -2.8084 -3.3106 0.7228
H 1.0768 3.7831 -0.0047
H -2.7424 0.7049 2.2221
H 2.8423 -3.6665 2.6810
H 0.2896 1.2588 -6.3575
H 0.9596 -0.8256 -7.4843
H 0.2913 4.0405 3.2229
H 2.4472 -2.9675 0.2962
H -1.0772 3.7460 2.1327
H 2.8453 0.8150 2.8108
H -2.8639 -2.4386 -1.5913
H -0.1710 2.3305 -4.2290
H -4.1256 2.1627 0.3224
H 2.2430 -3.4489 5.0986
H 1.6392 1.1912 4.0748
H -3.2397 2.2612 -1.1846
*
```

Computed properties:
HOMO (alpha / beta) in Ha: -0.7257 / -0.7200
E_LUMO (alpha / beta) in eV: -15.4 / -15.7
Gap between HOMO and LUMO (alpha / beta) in eV: 4.34 / 3.92
<S²>: 0.825

***

It is <one> that is the most stable of them.